ORCA calculation (ωB97M-V/def2-TZVPD) on a single C18H19NO9 molecule in a non-equilibrium geometry.

Each line ends with the Löwdin charge.
Atoms and positions in Å:
O  2.62206  -0.60684  -0.19680  0.114
C  1.43025  -0.33013  -0.15490  -0.386
O  0.93691  0.88762  -0.70857  0.052
C  1.78217  1.76906  -1.48394  -0.211
O  2.04708  2.91083  -0.60796  -0.016
C  2.81013  4.04801  -1.14852  -0.095
C  2.69916  5.18673  -0.10983  -0.379
O  3.23240  6.29028  -0.25804  0.089
O  1.94507  4.91898  0.98833  0.145
C  2.13448  4.50536  -2.47728  -0.228
O  2.83100  5.60157  -3.07638  0.000
C  2.00551  3.29750  -3.40665  -0.261
O  1.46024  3.87140  -4.60294  0.022
C  1.18276  2.13525  -2.84915  -0.256
O  1.25650  1.05021  -3.72159  0.047
C  0.52515  -1.07452  0.61990  -0.119
C  -0.93405  -0.72009  0.70406  0.036
C  -1.84774  -1.61537  1.23139  -0.046
C  -1.40888  -2.81858  1.75318  -0.155
C  -2.36490  -3.82856  2.39781  -0.240
C  -2.44763  -5.32810  1.86092  -0.091
N  -3.86291  -5.61671  1.68535  0.090
C  -4.55084  -4.71720  2.46365  -0.523
O  -5.66630  -4.97013  2.80023  0.094
C  -3.81656  -3.50595  2.71533  -0.153
C  -2.84565  -3.54207  3.88551  0.041
C  -0.02971  -3.22600  1.70143  0.027
C  0.95756  -2.35468  1.06596  0.045
H  2.62820  1.33642  -1.80567  0.123
H  3.74131  3.66161  -1.17919  0.138
H  1.68879  5.69364  1.43830  0.102
H  1.05676  4.81652  -2.33898  0.190
H  2.82003  6.43894  -2.60730  0.100
H  2.94939  2.90080  -3.58099  0.147
H  1.94361  4.66862  -4.63459  0.053
H  0.08326  2.46385  -2.75400  0.193
H  1.09195  1.38296  -4.57699  0.080
H  -1.18046  0.36216  0.32889  0.150
H  -2.94790  -1.36096  1.35156  0.127
H  -1.82246  -5.39395  0.98567  0.110
H  -2.16535  -6.09871  2.57597  0.118
H  -4.24039  -6.54748  1.62546  0.146
H  -4.18551  -2.51635  2.37386  0.151
H  -2.89398  -4.50589  4.44177  0.128
H  -2.84416  -2.59073  4.36611  0.104
H  0.25965  -4.22704  1.95164  0.101
H  1.93394  -2.70225  0.96796  0.093

Output
SMILES: O=C(O[C@@H]1O[C@H](C(=O)O)[C@@H](O)[C@H](O)[C@H]1O)c1ccc([C@]23CNC(=O)[C@H]2C3)cc1
Energy above the lowest of the compared OMol25 structures with the same formula, charge and spin in kJ/mol: 248.32
HOMO energy in eV: -9.287